This record from the OMol25 dataset describes a cluster of 2 separate species, C2H5OP in total in a non-equilibrium geometry. The level of theory is ωB97M-V/def2-TZVPD.

Geometry as XYZ:
```
9
Properties=species:S:1:pos:R:3:forces:R:3
C 2.9605 -1.1180 0.1009 -0.458 0.015 1.109
C -0.9552 1.9551 -0.3717 -0.128 0.303 0.989
O 1.1185 0.6830 0.8080 1.556 -1.146 -0.396
P 2.0302 0.2580 -0.3245 -1.216 1.985 -0.586
H 3.7688 -1.5319 -0.4591 0.303 -0.318 -0.201
H 2.5215 -1.5604 0.9784 0.370 -0.848 0.296
H -1.0280 2.9329 -0.7554 0.125 1.212 -0.114
H -0.7116 1.7891 0.6845 -0.400 -0.070 -0.961
H -1.2881 1.2435 -1.0780 -0.151 -1.134 -0.135
```
Forces are in eV/Å.

Output
net charge	0
orbital gap (spin up / spin down)	9.817 / 5.482	eV
DFT total energy	-13486.720	eV